# 1
# C4H6N2O

A cluster of 2 separate species, C4H6N2O in total (ωB97M-V/def2-TZVPD, the OMol25 dataset).

Element x y z (Å)
H1 -0.802368 -2.739899 1.562452
N1 -0.753091 -1.729588 1.717494
C1 -0.415154 -1.138888 0.645201
C2 -0.095549 -1.597211 -0.713367
C3 0.196835 -0.505801 -1.441149
N2 0.100932 0.667634 -0.695377
C4 -0.263444 0.387509 0.613359
O1 -0.415535 1.185669 1.505870
H2 -0.095558 -2.620574 -1.062889
H3 0.479876 -0.447524 -2.485460
H4 0.295114 1.598127 -1.028509
H5 0.702226 3.196009 0.866977
H6 1.065716 3.744539 0.515398

Forces on atoms 1 to 6 (eV/Å):
-0.010 0.082 0.038
0.114 0.023 -0.408
-0.070 -0.137 0.274
0.035 0.054 -0.110
-0.033 -0.140 0.055
0.001 0.109 0.039

Output
**Orbital gap**: 8.83 eV
**DFT total energy**: -9271.47855 eV
**Lowest unoccupied orbital energy**: -0.011 Ha
**Spin multiplicity**: 1
**Structure (SMILES)**: [H]/N=C1\C=CNC1=O.[H][H]
**Net charge**: 0
**Relative energy (zero: lowest compared OMol25 entry of this formula, charge and spin)**: 195.2 kJ/mol



# 2
# C4H6N2O

An isolated molecule of C4H6N2O (ωB97M-V/def2-TZVPD, the OMol25 dataset).

Element x y z (Å)
C1 -1.412154 -1.473295 0.732901
C2 -0.613305 -0.374064 0.125529
N1 -1.042776 0.747430 -0.343327
C3 0.103091 1.508640 -0.563116
C4 1.211017 0.787651 -0.270046
O1 2.528198 1.088871 -0.303637
N2 0.806451 -0.493944 0.144033
H1 -2.364417 -1.580432 0.216453
H2 -1.604821 -1.185523 1.772237
H3 -0.879318 -2.430060 0.754529
H4 0.025028 2.524300 -0.923702
H5 2.613044 1.987167 -0.654641
H6 0.629960 -1.106743 -0.687213

Forces on atoms 1 to 6 (eV/Å):
-0.195 0.010 -0.028
-0.718 0.481 0.511
-0.110 -0.106 0.501
0.231 0.234 -0.086
-0.484 0.074 -0.472
-0.089 0.002 -0.170

Output
**Orbital gap**: 9.09 eV
**DFT total energy**: -9271.74337 eV
**Lowest unoccupied orbital energy**: 0.025 Ha
**Spin multiplicity**: 1
**Structure (SMILES)**: Cc1ncc(O)[nH]1
**Net charge**: 0
**Relative energy (zero: lowest compared OMol25 entry of this formula, charge and spin)**: 169.7 kJ/mol